(1)
A structure of composition C29H29Cl2F3N8O2PSW in a non-equilibrium geometry. Source: the OMol25 dataset; level of theory: ωB97M-V/def2-TZVPD.

highest occupied orbital energy (alpha / beta): -0.388 / -0.414 Ha
energy above the lowest of the compared OMol25 structures with the same formula, charge and spin: 33.73 kcal/mol
spin multiplicity: 3
total charge: +1
⟨S²⟩: 2.04

Each line ends with the Mulliken spin population.
Element x y z (Å)
W (0.6087, -0.5792, -1.5626)  -0.09
S (0.1232, 1.5722, -0.3540)  0.07
C (-0.9218, 2.2723, -1.5725)  0.08
N (-1.3964, 3.5205, -1.3687)  0.55
N (-1.7704, 3.9651, -0.2150)  0.38
C (-2.7514, 3.3845, 0.6195)  -0.03
C (-3.5933, 2.3920, 0.1366)  0.09
C (-4.5518, 1.8505, 0.9798)  -0.03
C (-4.6756, 2.3053, 2.2871)  0.08
C (-3.8441, 3.3202, 2.7498)  -0.04
C (-2.8829, 3.8656, 1.9193)  0.07
N (-1.1341, 1.7092, -2.7469)  0.19
N (-0.5198, 0.5855, -3.0054)  0.40
C (-0.4776, 0.3627, -4.4299)  -0.03
C (-0.1269, -0.8766, -4.9927)  0.08
C (-0.0559, -1.0333, -6.3636)  -0.05
C (-0.3388, 0.0242, -7.2166)  0.09
C (-0.7183, 1.2472, -6.6741)  -0.04
C (-0.7894, 1.4211, -5.3063)  0.08
H (-1.4412, 4.8904, 0.0102)  -0.01
H (-3.5313, 2.0945, -0.9057)  -0.01
H (-5.2102, 1.0730, 0.6117)  0.00
H (-5.4324, 1.8824, 2.9395)  0.00
H (-3.9488, 3.6913, 3.7623)  0.00
H (-2.2255, 4.6558, 2.2742)  0.00
H (0.0409, -1.7316, -4.3917)  0.00
H (0.2200, -2.0012, -6.7702)  0.00
H (-0.2699, -0.1043, -8.2925)  0.00
H (-0.9632, 2.0802, -7.3258)  0.00
H (-1.0787, 2.3738, -4.8987)  0.01
C (-1.7151, -2.6590, 2.9601)  0.00
N (-1.6434, -1.1934, 2.9283)  0.00
C (-2.9470, -0.6430, 2.5368)  0.00
N (-3.4447, -1.1864, 1.2627)  0.00
C (-3.4797, -2.6548, 1.3537)  0.00
N (-2.1721, -3.2360, 1.6878)  0.00
C (-1.1967, -3.0788, 0.6122)  0.00
P (-0.8991, -1.2734, 0.3128)  0.01
C (-0.5758, -0.7241, 2.0477)  0.01
C (-2.6520, -0.7386, 0.1202)  0.00
H (-2.4189, -2.9502, 3.7378)  0.00
H (-0.7331, -3.0633, 3.2104)  0.00
H (-2.8688, 0.4418, 2.4584)  0.00
H (-3.6682, -0.8855, 3.3139)  0.00
H (-3.8395, -3.0697, 0.4114)  0.00
H (-4.1764, -2.9260, 2.1438)  0.00
H (-1.5711, -3.5222, -0.3066)  0.00
H (-0.2607, -3.5720, 0.8604)  0.00
H (-0.4947, 0.3559, 2.0780)  -0.01
H (0.3796, -1.1418, 2.3576)  0.00
H (-3.0408, -1.1782, -0.7959)  0.00
H (-2.6840, 0.3384, 0.0288)  -0.01
O (1.6348, -1.8516, -2.5106)  0.03
N (0.6295, -2.5406, -1.7680)  0.06
O (-0.5586, -1.9936, -2.2889)  0.03
F (7.3207, 0.9283, 5.0689)  0.00
C (6.8015, -0.3117, 5.0019)  0.00
F (6.3090, -0.6294, 6.2101)  0.00
F (7.8086, -1.1581, 4.7192)  0.00
C (5.7425, -0.3807, 3.9435)  0.00
C (4.4353, -0.6981, 4.2672)  0.00
C (3.4786, -0.7588, 3.2654)  0.00
C (3.8277, -0.4970, 1.9400)  0.00
C (5.1509, -0.1758, 1.6319)  0.00
C (6.1029, -0.1201, 2.6313)  0.00
C (2.8265, -0.5581, 0.9039)  0.00
C (2.0234, -0.5957, 0.0008)  -0.01
H (4.1653, -0.8994, 5.2950)  0.00
H (2.4536, -1.0045, 3.5102)  0.00
H (5.4258, 0.0300, 0.6059)  0.00
H (7.1316, 0.1268, 2.3931)  0.00
Cl (3.3287, 0.9834, -5.5285)  0.00
C (3.5003, 0.1482, -4.0114)  0.00
Cl (2.5359, 0.9556, -2.7163)  0.01
H (4.5250, 0.2148, -3.6926)  0.00
H (3.1593, -0.8671, -4.0894)  0.00



(2)
A structure of composition C29H29DyN11S6 in a non-equilibrium geometry. Source: the OMol25 dataset; level of theory: ωB97M-V/def2-TZVPD.

highest occupied orbital energy (alpha / beta): -0.141 / -0.141 Ha
spin multiplicity: 6
total charge: -1
⟨S²⟩: 9.34

Each line ends with the Mulliken spin population.
Element x y z (Å)
Dy (0.2590, -1.0586, -0.8108)  4.95
C (2.6699, 2.2624, -2.9259)  0.00
C (1.5201, 1.6630, -2.2246)  0.00
N (1.6557, 1.0988, -1.0116)  0.00
N (2.6859, 1.5756, -0.3425)  0.00
C (3.0145, 0.9585, 0.8439)  0.00
N (4.1408, 1.4259, 1.4404)  0.00
S (2.0969, -0.3166, 1.4713)  0.00
C (0.2446, 1.5726, -2.8787)  0.00
C (-0.0763, 2.3425, -4.0319)  0.00
C (-1.3607, 2.3794, -4.5101)  0.00
C (-2.3365, 1.6548, -3.8239)  0.00
C (-1.9497, 0.8730, -2.7246)  0.00
N (-0.6925, 0.7373, -2.2896)  0.01
H (3.4266, 2.5500, -2.1749)  0.00
H (2.3355, 3.1135, -3.5236)  0.00
H (3.1479, 1.6020, -3.6680)  0.00
H (4.5723, 2.2653, 1.0912)  0.00
H (4.3731, 0.9754, 2.3090)  0.00
H (0.7272, 2.7695, -4.5793)  0.00
H (-1.6189, 2.9481, -5.3977)  0.00
H (-3.3904, 1.6356, -4.1269)  0.00
H (-2.6950, 0.2597, -2.2029)  0.00
N (0.6360, -3.1189, 4.1601)  0.00
C (-0.1927, -2.0727, 4.5969)  0.00
C (-0.4294, -1.6379, 5.8919)  0.00
C (-0.8951, -0.3396, 6.0107)  0.00
C (-1.1684, 0.4372, 4.8663)  0.00
C (-1.0332, -0.0621, 3.5935)  0.00
C (-0.5446, -1.3509, 3.4276)  0.00
N (-0.0217, -2.0212, 2.3333)  0.00
C (0.6524, -3.0667, 2.7673)  0.00
C (1.5348, -3.9494, 1.9539)  0.00
C (2.1757, -5.0895, 2.3466)  0.00
S (3.1081, -5.8438, 1.0865)  0.00
C (2.6405, -4.4834, 0.0877)  0.00
N (1.7614, -3.6981, 0.6097)  0.00
H (1.0703, -3.8716, 4.7045)  0.00
H (-0.2740, -2.2934, 6.7426)  0.00
H (-1.1274, 0.0708, 6.9965)  0.00
H (-1.4357, 1.4827, 5.0264)  0.00
H (-1.3218, 0.5653, 2.7611)  0.00
H (2.1497, -5.5393, 3.3353)  0.00
H (3.0188, -4.3322, -0.9411)  0.00
S (-4.1423, -2.8184, -0.2538)  0.00
C (-2.5750, -2.3255, -0.0783)  0.00
S (-1.2477, -3.3827, -0.3974)  0.01
S (-2.2734, -0.6260, 0.2618)  0.00
C (-3.4526, 5.2997, 0.8257)  0.00
C (-2.1235, 4.6749, 1.1948)  0.00
C (-1.1919, 4.8203, 2.3026)  0.00
C (-0.2483, 3.7762, 2.1417)  0.00
N (-0.5599, 3.0620, 1.0389)  0.00
N (-1.6491, 3.6156, 0.4913)  0.00
C (0.9726, 3.4502, 2.9428)  0.00
H (-3.6543, 6.1050, 1.5474)  0.00
H (-4.2392, 4.5583, 0.8542)  0.00
H (-3.4050, 5.7137, -0.1933)  0.00
H (-1.2078, 5.5577, 3.0811)  0.00
H (-2.0765, 3.1994, -0.3878)  0.00
H (0.7931, 3.7006, 4.0083)  0.00
H (1.8635, 4.0213, 2.6360)  0.00
H (1.2250, 2.3699, 2.8314)  0.00
C (-2.1487, -2.2647, -3.7447)  0.00
C (-0.7987, -2.8549, -3.8010)  0.00
C (-0.4648, -4.0052, -4.4931)  0.00
C (0.8703, -4.3440, -4.6558)  0.00
N (1.8727, -3.6204, -4.1491)  0.00
C (1.4901, -2.6239, -3.3074)  0.00
S (2.6711, -1.7453, -2.4349)  0.00
N (0.2142, -2.2440, -3.1287)  0.02
H (-2.9807, -2.9736, -4.0783)  0.00
H (-2.1993, -1.4197, -4.4497)  0.00
H (-2.3488, -1.9089, -2.7565)  0.00
H (-1.2353, -4.6699, -4.8430)  0.00
H (1.1964, -5.1706, -5.2709)  0.00



(3)
A structure of composition C29H29F10N4S3SiW. Source: the OMol25 dataset; level of theory: ωB97M-V/def2-TZVPD.

highest occupied orbital energy: -0.127 Ha
energy above the lowest of the compared OMol25 structures with the same formula, charge and spin: 0.00 kcal/mol
total charge: -1

Each line ends with the Löwdin charge.
Element x y z (Å)
W (-0.3231, -0.3483, 0.2241)  1.03
C (-3.3935, -0.3303, -0.4893)  -0.07
N (-2.1760, 0.3777, -0.9290)  -0.33
C (-1.9657, 0.1127, -2.3579)  -0.22
C (-1.4089, -1.3071, -2.5164)  -0.25
N (-0.8838, -1.7463, -1.2322)  -0.26
C (-0.4233, -3.0654, -1.2241)  -0.22
C (-1.1664, -4.0782, -0.6171)  -0.17
F (-2.3908, -3.8316, -0.1428)  0.09
C (-0.7004, -5.3795, -0.5104)  -0.15
F (-1.4426, -6.3150, 0.1020)  0.10
C (0.5168, -5.7259, -1.0567)  -0.15
F (0.9696, -6.9833, -0.9625)  0.11
C (1.2557, -4.7643, -1.7244)  -0.15
F (2.4335, -5.0943, -2.2722)  0.11
C (0.7810, -3.4701, -1.8086)  -0.18
F (1.5332, -2.5783, -2.4572)  0.07
C (-2.2506, 1.8154, -0.6455)  -0.18
C (-2.3978, 1.9869, 0.8525)  -0.23
N (-1.5101, 1.0562, 1.5465)  -0.18
C (-1.5525, 1.1132, 2.9095)  -0.25
C (-2.6698, 1.4688, 3.6973)  -0.13
F (-3.8861, 1.6739, 3.1369)  0.06
C (-2.6491, 1.5378, 5.0794)  -0.16
F (-3.7728, 1.8674, 5.7375)  0.10
C (-1.5096, 1.2355, 5.7907)  -0.16
F (-1.4869, 1.3019, 7.1334)  0.09
C (-0.3831, 0.8769, 5.0726)  -0.15
F (0.7562, 0.6089, 5.7258)  0.11
C (-0.4074, 0.8356, 3.6959)  -0.20
F (0.7544, 0.5559, 3.0883)  0.04
H (-4.2738, 0.0893, -0.9945)  0.10
H (-3.5075, -0.2474, 0.5877)  0.07
H (-3.2831, -1.3841, -0.7296)  0.08
H (-1.2401, 0.8348, -2.7242)  0.07
H (-2.9080, 0.2445, -2.9053)  0.12
H (-0.6433, -1.2908, -3.3041)  0.10
H (-2.1979, -1.9966, -2.8484)  0.12
H (-3.1018, 2.2790, -1.1655)  0.13
H (-1.3307, 2.2630, -1.0234)  0.11
H (-3.4474, 1.8201, 1.0960)  0.09
H (-2.1911, 3.0343, 1.1194)  0.12
C (-0.6226, -4.1170, 3.0883)  -0.13
C (-0.1263, -2.9913, 2.2157)  -0.72
S (-1.2865, -1.7387, 1.8454)  0.72
C (1.1295, -2.9102, 1.7380)  -0.74
C (2.1942, -3.9367, 2.0063)  -0.12
S (1.6131, -1.5287, 0.7851)  0.63
H (-1.6715, -3.9642, 3.3410)  0.05
H (-0.0584, -4.1832, 4.0222)  0.08
H (-0.5439, -5.0841, 2.5834)  0.07
H (1.7888, -4.8254, 2.4909)  0.06
H (2.9781, -3.5286, 2.6503)  0.07
H (2.6775, -4.2463, 1.0763)  0.06
C (4.2478, 2.3052, -3.2213)  -0.18
Si (2.6413, 3.2619, -3.1000)  0.50
C (3.0036, 5.0990, -3.3026)  -0.20
C (1.5041, 2.7770, -4.5061)  -0.19
C (1.9155, 3.0210, -1.3845)  -0.25
C (1.9403, 4.0577, -0.4649)  -0.10
C (1.4066, 3.8945, 0.8157)  -0.07
C (0.8409, 2.6853, 1.1475)  -0.12
N (0.8173, 1.6463, 0.2981)  -0.12
C (1.3519, 1.8065, -0.9300)  -0.74
S (1.1739, 0.3853, -1.8614)  0.69
H (4.7188, 2.4314, -4.1996)  0.03
H (4.0616, 1.2399, -3.0682)  0.02
H (4.9543, 2.6344, -2.4562)  0.03
H (3.4013, 5.2820, -4.3041)  0.03
H (3.7390, 5.4727, -2.5874)  0.03
H (2.0932, 5.6932, -3.1920)  0.03
H (1.9169, 3.1746, -5.4387)  0.02
H (0.5008, 3.1898, -4.3762)  0.03
H (1.4065, 1.6965, -4.5916)  0.01
H (2.3512, 5.0248, -0.7339)  0.09
H (1.4197, 4.6952, 1.5421)  0.10
H (0.3964, 2.5276, 2.1177)  0.10